Formula: C45H38FN6OPtS
Source: the Open Molecules 2025 dataset
Level of theory: ωB97M-V/def2-TZVPD

```
93
C45H38FN6OPtS ωB97M-V/def2-TZVPD
Pt 0.22 0.75 0.52
C -2.15 -0.26 -1.99
N -1.95 -0.82 -0.68
C -3.04 -0.84 0.26
C -2.68 -0.17 1.55
N -1.47 0.15 1.93
C -1.58 0.69 3.21
C -0.60 1.16 4.07
C -1.01 1.65 5.29
C -2.37 1.67 5.65
C -3.36 1.19 4.80
C -2.93 0.69 3.58
N -3.60 0.12 2.50
C -1.45 1.07 -2.16
N -0.38 1.48 -1.52
C -0.08 2.74 -2.04
C 0.97 3.60 -1.76
C 1.01 4.80 -2.45
C 0.03 5.13 -3.40
C -1.00 4.27 -3.71
C -1.02 3.07 -3.02
N -1.88 1.98 -3.06
H -1.77 -0.94 -2.76
H -3.21 -0.11 -2.21
H -1.44 -1.69 -0.71
H -3.92 -0.33 -0.16
H -3.36 -1.87 0.48
H 0.44 1.12 3.79
H -0.28 2.02 5.99
H -2.66 2.06 6.62
H -4.40 1.19 5.09
H -4.59 -0.03 2.44
H 1.73 3.34 -1.04
H 1.81 5.50 -2.25
H 0.10 6.08 -3.92
H -1.74 4.51 -4.47
H -2.67 1.86 -3.68
C 3.37 5.06 2.05
C 3.42 3.67 2.12
C 2.29 2.92 1.86
C 1.08 3.56 1.56
C 1.04 4.97 1.48
C 2.19 5.70 1.72
N -0.04 2.80 1.26
C -1.30 3.31 1.56
C -2.38 2.98 0.73
C -3.65 3.45 1.03
C -3.86 4.21 2.17
C -2.80 4.52 3.01
C -1.52 4.08 2.71
H 4.26 5.64 2.25
H 4.34 3.17 2.37
H 2.32 1.84 1.92
H 0.13 5.46 1.18
H 2.15 6.78 1.64
H -2.20 2.38 -0.15
H -4.48 3.21 0.37
H -4.86 4.58 2.40
H -2.97 5.09 3.91
H -0.70 4.28 3.39
C 6.90 -6.65 4.47
C 5.47 -6.25 4.72
O 4.52 -6.82 4.27
S 5.29 -4.80 5.83
C 4.27 -3.75 4.82
C 4.66 -2.42 4.68
C 3.91 -1.54 3.92
C 2.75 -1.98 3.27
C 2.37 -3.31 3.42
C 3.11 -4.19 4.19
C 1.99 -1.09 2.44
C 1.32 -0.38 1.72
H 6.93 -7.57 3.90
H 7.42 -6.76 5.42
H 7.39 -5.84 3.93
H 5.57 -2.07 5.17
H 4.22 -0.51 3.81
H 1.47 -3.66 2.92
H 2.79 -5.21 4.32
F 5.21 -4.26 0.57
C 4.74 -3.09 0.11
C 5.17 -1.91 0.70
C 4.67 -0.72 0.23
C 3.74 -0.67 -0.84
C 3.19 0.54 -1.27
C 3.35 -1.91 -1.42
C 3.84 -3.11 -0.95
H 5.87 -1.96 1.52
H 4.98 0.21 0.69
H 2.52 0.58 -2.12
H 3.51 1.47 -0.83
H 2.64 -1.90 -2.24
H 3.54 -4.05 -1.38
```

Computed properties:
total charge = +1
<S²> = 6.09
gap between HOMO and LUMO (alpha / beta) = 0.243 / 0.186 Ha
energy = -75060.9633 eV
highest occupied orbital energy (alpha / beta) = -8.78 / -9.59 eV
E_LUMO (alpha / beta) = -2.1743 / -4.5156 eV
multiplicity = 5


Formula: C45H39Br2F3O8Si
Source: the Open Molecules 2025 dataset
Level of theory: ωB97M-V/def2-TZVPD

```
98
C45H39Br2F3O8Si ωB97M-V/def2-TZVPD
C -1.62 -4.17 -2.22
C -2.12 -3.68 -0.85
Br -0.56 -3.08 0.15
C -3.25 -2.61 -0.95
Br -4.71 -3.15 0.21
C -2.76 -1.20 -0.89
C -3.01 -0.17 -0.08
C -3.98 -0.13 1.07
C -3.42 -0.57 2.43
O -2.17 -1.22 2.31
C -4.36 -1.46 3.28
F -3.95 -2.74 3.35
F -4.36 -0.98 4.56
F -5.64 -1.42 2.86
C -2.31 1.14 -0.33
O -2.86 2.20 -0.06
C -0.97 1.08 -0.94
C 0.03 2.15 -0.63
C 1.45 1.68 -0.49
O 1.61 0.97 0.74
Si 2.91 -0.07 0.82
C 2.81 -1.52 -0.38
C 4.57 0.76 0.56
C 2.89 -0.77 2.57
C -0.74 0.07 -1.78
C -1.84 -0.89 -2.04
O -2.01 -1.36 -3.15
H -0.83 -3.52 -2.55
H -2.43 -4.19 -2.94
H -1.17 -5.15 -2.08
H -2.52 -4.53 -0.32
H -3.63 -2.75 -1.96
H -4.19 0.93 1.21
H -4.95 -0.53 0.85
H -3.24 0.31 3.05
H -1.54 -0.79 2.88
H -0.25 2.72 0.26
H 0.01 2.86 -1.45
H 2.11 2.55 -0.51
H 1.76 1.04 -1.32
H 3.83 -1.80 -0.63
H 2.30 -1.33 -1.32
H 2.39 -2.38 0.15
H 4.88 1.39 1.39
H 5.30 -0.04 0.48
H 4.62 1.29 -0.39
H 3.85 -0.67 3.06
H 2.16 -0.21 3.15
H 2.55 -1.81 2.56
H 0.18 -0.09 -2.33
O 9.20 -4.82 -5.70
C 8.36 -4.49 -4.90
C 8.74 -3.94 -3.57
C 10.09 -3.79 -3.26
C 10.46 -3.25 -2.04
C 9.49 -2.86 -1.13
C 8.15 -3.02 -1.42
C 7.77 -3.56 -2.64
C 6.32 -3.75 -2.93
O 5.48 -3.47 -2.11
C 5.94 -4.27 -4.27
C 4.59 -4.42 -4.58
C 4.21 -4.88 -5.83
C 5.18 -5.20 -6.78
C 6.52 -5.07 -6.47
C 6.91 -4.61 -5.22
H 10.84 -4.09 -3.98
H 11.51 -3.13 -1.80
H 9.79 -2.42 -0.18
H 7.39 -2.72 -0.71
H 3.84 -4.16 -3.84
H 3.16 -4.99 -6.07
H 4.88 -5.55 -7.76
H 7.28 -5.32 -7.20
O -4.20 3.98 4.30
C -5.08 4.74 3.92
C -5.79 5.62 4.88
C -5.44 5.60 6.22
C -6.07 6.44 7.12
C -7.06 7.31 6.68
C -7.43 7.33 5.35
C -6.81 6.48 4.44
C -7.23 6.50 3.01
O -8.14 7.21 2.65
C -6.50 5.63 2.05
C -6.85 5.66 0.71
C -6.16 4.88 -0.20
C -5.11 4.07 0.22
C -4.76 4.03 1.56
C -5.46 4.81 2.48
H -4.66 4.92 6.55
H -5.79 6.42 8.16
H -7.55 7.97 7.38
H -8.21 8.00 5.00
H -7.66 6.29 0.38
H -6.43 4.90 -1.25
H -4.57 3.47 -0.49
H -3.95 3.40 1.90
```

Computed properties:
total charge = 0
gap between HOMO and LUMO = 0.313 Ha
energy = -219795.1991 eV
SMILES string = C[C@@H](Br)[C@@H](Br)C1=C(C[C@H](O)C(F)(F)F)C(=O)C(CCO[Si](C)(C)C)=CC1=O.O=C1c2ccccc2C(=O)c2ccccc21.O=C1c2ccccc2C(=O)c2ccccc21
highest occupied orbital energy = -9.66 eV
E_LUMO = -1.1332 eV


Formula: C45H39N10RbS3
Source: the Open Molecules 2025 dataset
Level of theory: ωB97M-V/def2-TZVPD

```
98
C45H39N10RbS3 ωB97M-V/def2-TZVPD
Rb -0.49 0.39 0.00
C 0.52 -2.83 2.23
N 0.29 -2.66 0.81
C -0.76 -3.54 0.30
C -2.16 -3.06 0.61
C -3.03 -3.80 1.40
C -4.30 -3.30 1.65
C -4.66 -2.09 1.09
C -3.73 -1.42 0.30
N -2.50 -1.88 0.06
C 1.50 -2.82 0.01
C 2.59 -1.83 0.35
C 3.93 -2.19 0.29
C 4.90 -1.23 0.54
C 4.50 0.06 0.87
C 3.13 0.32 0.94
N 2.20 -0.59 0.67
C -0.58 -2.27 3.11
C -0.91 -2.89 4.31
C -1.91 -2.34 5.09
C -2.57 -1.21 4.65
C -2.17 -0.65 3.44
N -1.19 -1.16 2.70
H 1.44 -2.29 2.49
H 0.68 -3.89 2.49
H -0.64 -4.57 0.67
H -0.68 -3.56 -0.79
H -2.70 -4.73 1.83
H -4.99 -3.85 2.28
H -5.64 -1.65 1.25
H -3.99 -0.48 -0.16
H 1.21 -2.65 -1.03
H 1.91 -3.84 0.07
H 4.20 -3.21 0.05
H 5.95 -1.48 0.48
H 5.21 0.84 1.07
H 2.76 1.29 1.23
H -0.39 -3.79 4.61
H -2.19 -2.81 6.03
H -3.37 -0.75 5.21
H -2.66 0.23 3.03
S -2.64 1.75 -2.04
C -3.85 1.77 -0.80
S -3.47 2.13 0.84
C -5.18 1.45 -1.17
C -5.54 1.13 -2.52
N -5.87 0.85 -3.59
C -6.24 1.32 -0.21
N -7.13 1.19 0.51
N 1.02 3.26 0.11
C 2.27 3.78 0.32
C 2.97 4.34 -0.75
C 4.29 4.77 -0.63
C 4.94 4.63 0.58
C 4.24 4.11 1.67
C 2.90 3.72 1.60
C 2.18 3.25 2.83
C 2.65 3.71 4.08
C 2.07 3.28 5.26
C 1.00 2.39 5.20
C 0.51 1.99 3.96
C 1.07 2.39 2.72
H 0.45 3.72 -0.58
H 0.57 2.91 0.99
H 2.47 4.41 -1.71
H 4.80 5.18 -1.49
H 5.98 4.91 0.69
H 4.76 4.00 2.61
H 3.45 4.44 4.14
H 2.44 3.64 6.21
H 0.54 2.04 6.11
H -0.35 1.33 3.96
C -4.24 -2.06 -3.28
C -3.14 -1.28 -3.59
C -1.87 -1.81 -3.38
N -1.65 -3.05 -2.94
C -2.72 -3.79 -2.66
C -4.02 -3.35 -2.81
H -5.23 -1.65 -3.38
H -3.26 -0.25 -3.89
H -0.99 -1.20 -3.55
H -2.52 -4.79 -2.28
H -4.85 -4.00 -2.54
N 1.52 2.23 -6.95
C 2.54 1.69 -6.27
S 4.05 1.57 -6.92
C 2.19 1.22 -4.90
C 2.86 0.17 -4.31
C 2.45 -0.28 -3.06
N 1.43 0.25 -2.39
C 0.81 1.29 -2.94
C 1.15 1.80 -4.18
H 1.70 2.54 -7.89
H 0.57 2.17 -6.62
H 3.69 -0.30 -4.83
H 2.96 -1.11 -2.59
H -0.02 1.72 -2.39
H 0.61 2.66 -4.55
```

Computed properties:
total charge = -2
gap between HOMO and LUMO = 0.176 Ha
energy = -95362.1616 eV
highest occupied orbital energy = -1.71 eV
E_LUMO = 3.0724 eV


Formula: C45H39N11O4PPb
Source: the Open Molecules 2025 dataset
Level of theory: ωB97M-V/def2-TZVPD

```
101
C45H39N11O4PPb ωB97M-V/def2-TZVPD
Pb 1.17 -0.32 -1.70
O -0.84 -4.16 -3.90
C -0.52 -2.99 -3.35
O 0.59 -2.49 -3.47
C -1.58 -2.39 -2.54
C -2.81 -3.02 -2.46
C -3.89 -2.33 -1.88
C -3.65 -1.03 -1.39
C -2.37 -0.52 -1.41
N -1.35 -1.18 -2.02
C -2.17 0.84 -0.91
O -3.28 1.36 -0.33
O -1.12 1.50 -1.01
H -0.05 -4.57 -4.32
H -2.85 -4.10 -2.81
H -4.88 -2.76 -1.89
H -4.45 -0.42 -1.02
H -3.04 2.22 0.12
C -0.70 1.37 -7.20
C 0.48 0.69 -7.41
C 1.36 0.51 -6.31
C 1.10 1.08 -5.04
C -0.18 1.72 -4.88
C -1.03 1.92 -5.95
N 1.88 0.97 -3.91
C 3.06 1.69 -3.91
C 3.79 1.88 -5.10
C 4.69 2.91 -5.18
C 4.86 3.77 -4.07
C 4.36 3.45 -2.81
C 3.43 2.34 -2.67
N 2.84 1.92 -1.51
N 3.14 2.60 -0.47
C 2.71 2.10 0.72
C 3.11 2.80 1.88
C 2.85 2.31 3.12
C 2.09 1.08 3.18
C 1.56 0.57 2.01
N 1.89 1.03 0.77
H -1.49 1.43 -7.95
H 0.74 0.26 -8.39
H 2.21 -0.17 -6.43
H -0.33 2.12 -3.85
H -2.03 2.39 -5.88
H 3.44 1.25 -5.88
H 5.35 3.02 -6.05
H 5.50 4.64 -4.15
H 4.57 4.11 -1.93
H 3.73 3.65 1.75
H 3.25 2.70 4.05
H 2.02 0.53 4.09
H 0.84 -0.25 2.06
N -0.92 -2.49 0.65
C 0.35 -2.89 0.86
N 0.57 -3.73 1.82
C 1.85 -4.03 2.03
N 2.08 -5.10 2.80
N 2.91 -3.51 1.36
C 2.58 -2.62 0.43
N 1.32 -2.29 0.09
C 3.78 -2.03 -0.18
C 5.04 -2.07 0.45
C 6.12 -1.65 -0.28
C 5.98 -1.08 -1.59
C 4.64 -0.98 -2.07
N 3.60 -1.45 -1.36
H -1.61 -2.81 1.30
H -1.03 -1.80 -0.08
H 1.38 -5.65 3.22
H 3.06 -5.46 2.77
H 5.17 -2.47 1.44
H 7.07 -1.72 0.19
H 6.78 -0.84 -2.24
H 4.39 -0.58 -3.07
C -2.09 2.87 4.46
P -2.74 1.62 3.28
C -4.57 1.80 3.40
C -5.37 1.06 2.53
C -6.75 0.85 2.82
C -7.29 1.37 4.00
C -6.48 2.12 4.81
C -5.19 2.46 4.48
C -2.54 0.16 4.36
C -3.57 -0.74 4.56
C -3.30 -1.86 5.43
C -2.06 -2.04 6.05
C -1.08 -1.03 5.81
C -1.27 -0.04 4.87
H -2.36 2.63 5.51
H -2.46 3.89 4.29
H -1.00 2.90 4.39
H -4.90 0.70 1.57
H -7.24 0.22 2.13
H -8.32 1.19 4.19
H -6.93 2.52 5.74
H -4.58 3.11 5.14
H -4.51 -0.64 4.10
H -4.12 -2.54 5.62
H -1.82 -2.89 6.63
H -0.11 -1.13 6.24
H -0.43 0.66 4.62
```

Computed properties:
total charge = +1
gap between HOMO and LUMO (alpha / beta) = 0.181 / 0.181 Ha
energy = -86410.5651 eV
highest occupied orbital energy (alpha / beta) = -8.60 / -8.60 eV
E_LUMO (alpha / beta) = -3.6772 / -3.6772 eV


Formula: C45H39N3O4Sn
Source: the Open Molecules 2025 dataset
Level of theory: ωB97M-V/def2-TZVPD

```
92
C45H39N3O4Sn ωB97M-V/def2-TZVPD
Sn -0.49 -0.74 -1.70
C -0.26 -5.32 -2.87
C -0.99 -4.10 -2.30
O -0.69 -3.01 -2.87
C -1.89 -4.34 -1.28
C -2.64 -3.41 -0.50
C -3.88 -3.94 0.19
N -2.33 -2.16 -0.34
N -3.19 -1.46 0.49
C -3.24 -0.19 0.22
O -2.67 0.42 -0.75
C -4.09 0.61 1.16
C -4.62 0.09 2.33
C -5.38 0.87 3.19
C -5.65 2.20 2.87
C -5.13 2.73 1.70
C -4.36 1.95 0.86
H 0.81 -5.13 -2.84
H -0.48 -6.23 -2.31
H -0.55 -5.46 -3.92
H -2.10 -5.39 -1.07
H -3.97 -5.02 0.07
H -3.86 -3.69 1.25
H -4.77 -3.46 -0.23
H -4.42 -0.95 2.55
H -5.78 0.45 4.11
H -6.24 2.82 3.54
H -5.34 3.77 1.44
H -3.95 2.36 -0.06
O 0.84 -1.82 -0.27
C 1.17 -1.83 1.04
C 0.03 -1.18 1.93
C 0.03 0.32 1.84
C 0.38 1.09 2.95
C 0.50 2.46 2.80
C 0.24 3.02 1.56
C -0.19 2.20 0.52
C -0.53 2.77 -0.81
C 0.63 2.52 -1.86
O 0.94 1.21 -1.99
C 0.18 3.04 -3.24
C -1.14 3.26 -3.60
C -1.48 3.58 -4.91
C -0.50 3.67 -5.89
C 0.82 3.43 -5.55
C 1.16 3.11 -4.24
C 1.83 3.34 -1.34
C 1.93 4.72 -1.52
C 2.97 5.43 -0.93
C 3.91 4.78 -0.14
C 3.82 3.40 0.03
C 2.79 2.69 -0.57
N -0.30 0.87 0.68
C 1.26 -3.32 1.52
C 0.56 -4.26 0.78
C 0.57 -5.60 1.14
C 1.29 -6.03 2.25
C 1.99 -5.09 3.00
C 1.97 -3.75 2.64
C 2.55 -1.17 1.26
C 3.41 -1.11 0.17
C 4.70 -0.61 0.31
C 5.14 -0.13 1.53
C 4.28 -0.16 2.62
C 3.00 -0.67 2.48
H -0.89 -1.57 1.49
H 0.12 -1.51 2.96
H 0.54 0.63 3.91
H 0.79 3.08 3.64
H 0.34 4.09 1.40
H -1.40 2.22 -1.18
H -0.74 3.84 -0.73
H -1.93 3.14 -2.87
H -2.52 3.75 -5.17
H -0.77 3.93 -6.91
H 1.60 3.47 -6.31
H 2.18 2.89 -3.98
H 1.19 5.24 -2.12
H 3.04 6.51 -1.07
H 4.71 5.34 0.32
H 4.55 2.88 0.64
H 2.69 1.62 -0.46
H 0.01 -3.92 -0.09
H 0.02 -6.32 0.54
H 1.31 -7.07 2.53
H 2.56 -5.40 3.87
H 2.54 -3.04 3.23
H 3.03 -1.45 -0.78
H 5.36 -0.58 -0.55
H 6.15 0.26 1.64
H 4.60 0.23 3.58
H 2.35 -0.69 3.35
```

Computed properties:
total charge = -2
gap between HOMO and LUMO = 0.210 Ha
energy = -65791.9413 eV
highest occupied orbital energy = -1.20 eV
E_LUMO = 4.5085 eV